# C45H93N3O23S7

A 12-piece molecular cluster, C45H93N3O23S7 overall in a non-equilibrium geometry (ωB97M-V/def2-TZVPD, OMol25).

Bonds (Å) are listed after each position.
Positions of all 171 atoms, in Å:
1 O -2.35 -2.75 -1.13  S2 1.526
2 S -2.72 -4.06 -1.82  O1 1.526, O3 1.454, C4 1.843, C7 1.812
3 O -3.84 -4.20 -2.74  S2 1.454
4 C -1.25 -4.61 -2.77  S2 1.843, C5 1.559, H8 1.090, H9 1.090
5 C -0.52 -5.58 -1.79  C4 1.559, C6 1.540, H10 1.090, H11 1.090
6 C -1.64 -6.35 -1.07  C5 1.540, C7 1.530, H12 1.090, H13 1.090
7 C -2.71 -5.37 -0.57  S2 1.812, C6 1.530, H14 1.090, H15 1.090
8 H -0.70 -3.75 -3.16  C4 1.090
9 H -1.53 -5.18 -3.66  C4 1.090
10 H 0.35 -6.16 -2.09  C5 1.090
11 H -0.11 -4.84 -1.10  C5 1.090
12 H -1.12 -7.03 -0.40  C6 1.090
13 H -1.97 -6.82 -2.00  C6 1.090
14 H -2.21 -4.97 0.32  C7 1.090
15 H -3.66 -5.73 -0.17  C7 1.090
16 O 4.15 1.54 -5.94  S17 1.485
17 S 2.75 1.21 -5.54  O16 1.485, O18 1.467, C19 1.852, C22 1.936
18 O 2.24 -0.07 -6.02  S17 1.467
19 C 2.50 1.27 -3.71  S17 1.852, C20 1.564, H23 1.090, H24 1.090
20 C 1.52 2.45 -3.37  C19 1.564, C21 1.496, H25 1.090, H26 1.090
21 C 0.80 2.77 -4.64  C20 1.496, C22 1.560, H27 1.090, H28 1.090
22 C 1.61 2.72 -5.97  S17 1.936, C21 1.560, H29 1.090, H30 1.090
23 H 3.49 1.61 -3.37  C19 1.090
24 H 2.17 0.28 -3.41  C19 1.090
25 H 0.74 2.07 -2.71  C20 1.090
26 H 1.97 3.34 -2.93  C20 1.090
27 H 0.32 3.75 -4.59  C21 1.090
28 H -0.01 2.06 -4.79  C21 1.090
29 H 2.35 3.51 -6.05  C22 1.090
30 H 1.22 2.58 -6.98  C22 1.090
31 O 3.94 2.69 -1.29  S32 1.443
32 S 4.55 3.86 -0.71  O31 1.443, O33 1.486, C34 1.888, C37 1.853
33 O 4.65 4.08 0.76  S32 1.486
34 C 6.27 4.15 -1.43  S32 1.888, C35 1.521, H38 1.090, H39 1.090
35 C 6.24 5.40 -2.30  C34 1.521, C36 1.597, H40 1.090, H41 1.090
36 C 4.74 5.61 -2.78  C35 1.597, C37 1.537, H42 1.090, H43 1.090
37 C 3.85 5.35 -1.55  S32 1.853, C36 1.537, H44 1.090, H45 1.090
38 H 6.51 3.26 -2.02  C34 1.090
39 H 7.04 4.18 -0.66  C34 1.090
40 H 6.42 6.30 -1.71  C35 1.090
41 H 6.91 5.58 -3.14  C35 1.090
42 H 4.44 4.93 -3.57  C36 1.090
43 H 4.50 6.65 -2.99  C36 1.090
44 H 2.76 5.34 -1.62  C37 1.090
45 H 4.10 6.11 -0.80  C37 1.090
46 O 2.58 -10.41 -1.34  S47 1.496
47 S 3.69 -9.60 -1.93  O46 1.496, O48 1.460, C49 1.756, C52 1.952
48 O 4.53 -10.06 -3.03  S47 1.460
49 C 3.28 -7.96 -2.42  S47 1.756, C50 1.480, H53 1.090, H54 1.090
50 C 3.23 -7.17 -1.17  C49 1.480, C51 1.542, H55 1.090, H56 1.090
51 C 4.41 -7.44 -0.22  C50 1.542, C52 1.579, H57 1.090, H58 1.090
52 C 4.80 -8.95 -0.46  S47 1.952, C51 1.579, H59 1.090, H60 1.090
53 H 2.51 -7.84 -3.18  C49 1.090
54 H 4.25 -7.68 -2.82  C49 1.090
55 H 3.12 -6.09 -1.28  C50 1.090
56 H 2.24 -7.36 -0.74  C50 1.090
57 H 4.05 -7.40 0.80  C51 1.090
58 H 5.25 -6.78 -0.41  C51 1.090
59 H 4.64 -9.56 0.43  C52 1.090
60 H 5.85 -9.16 -0.68  C52 1.090
61 O 6.10 -3.21 0.17  S62 1.462
62 S 5.50 -2.16 -0.65  O61 1.462, O63 1.429, C64 1.816, C67 1.914
63 O 5.40 -2.27 -2.07  S62 1.429
64 C 3.93 -1.74 0.16  S62 1.816, C65 1.538, H68 1.090, H69 1.090
65 C 3.95 -0.22 0.39  C64 1.538, C66 1.549, H70 1.090, H71 1.090
66 C 5.41 0.20 0.73  C65 1.549, C67 1.490, H72 1.090, H73 1.090
67 C 6.36 -0.51 -0.18  S62 1.914, C66 1.490, H74 1.090, H75 1.090
68 H 4.06 -2.22 1.13  C64 1.090
69 H 3.05 -2.13 -0.36  C64 1.090
70 H 3.64 0.33 -0.50  C65 1.090
71 H 3.25 -0.07 1.21  C65 1.090
72 H 5.43 -0.14 1.76  C66 1.090
73 H 5.49 1.28 0.68  C66 1.090
74 H 7.28 -0.79 0.32  C67 1.090
75 H 6.56 0.03 -1.11  C67 1.090
76 O 1.90 5.48 0.91  S77 1.511
77 S 1.14 4.18 0.99  O76 1.511, O78 1.460, C79 1.898, C82 1.883
78 O 0.56 3.68 -0.26  S77 1.460
79 C 2.12 2.92 2.01  S77 1.898, C80 1.609, H83 1.090, H84 1.090
80 C 0.98 2.08 2.78  C79 1.609, C81 1.544, H85 1.090, H86 1.090
81 C -0.23 2.96 3.16  C80 1.544, C82 1.517, H87 1.090, H88 1.090
82 C -0.25 4.19 2.27  S77 1.883, C81 1.517, H89 1.090, H90 1.090
83 H 2.55 3.60 2.74  C79 1.090
84 H 2.85 2.36 1.43  C79 1.090
85 H 0.72 1.20 2.20  C80 1.090
86 H 1.62 1.85 3.64  C80 1.090
87 H -0.11 3.27 4.20  C81 1.090
88 H -1.16 2.40 3.11  C81 1.090
89 H -0.13 4.99 2.99  C82 1.090
90 H -1.20 4.40 1.78  C82 1.090
91 O -1.42 0.83 -3.07  S92 1.458
92 S -2.78 1.06 -3.54  O91 1.458, O93 1.499, C94 1.880, C97 1.840
93 O -3.56 2.29 -3.17  S92 1.499
94 C -2.77 0.78 -5.40  S92 1.880, C95 1.475, H98 1.090, H99 1.090
95 C -3.32 -0.58 -5.57  C94 1.475, C96 1.532, H100 1.090, H101 1.090
96 C -4.23 -0.98 -4.40  C95 1.532, C97 1.524, H102 1.090, H103 1.090
97 C -3.79 -0.41 -3.06  S92 1.840, C96 1.524, H104 1.090, H105 1.090
98 H -1.76 0.98 -5.75  C94 1.090
99 H -3.51 1.54 -5.67  C94 1.090
100 H -4.01 -0.61 -6.41  C95 1.090
101 H -2.50 -1.29 -5.55  C95 1.090
102 H -4.34 -2.05 -4.20  C96 1.090
103 H -5.21 -0.66 -4.73  C96 1.090
104 H -3.37 -1.01 -2.25  C97 1.090
105 H -4.62 0.02 -2.50  C97 1.090
106 C -3.28 0.56 4.91  C107 1.549, H113 1.090, H114 1.090, H115 1.090
107 C -4.21 1.61 4.25  C106 1.549, O108 1.355, H116 1.090, H117 1.090
108 O -3.75 2.87 4.09  C107 1.355, C109 1.282
109 C -3.83 3.87 4.89  O108 1.282, O110 1.198, O111 1.447
110 O -4.23 3.93 6.01  C109 1.198
111 O -3.38 5.05 4.17  C109 1.447, C112 1.461
112 C -3.27 6.25 4.99  O111 1.461, H118 1.090, H119 1.090, H120 1.090
113 H -2.44 0.36 4.23  C106 1.090
114 H -3.74 -0.41 5.10  C106 1.090
115 H -3.10 1.03 5.87  C106 1.090
116 H -5.24 1.69 4.62  C107 1.090
117 H -4.25 1.01 3.34  C107 1.090
118 H -2.38 6.78 4.67  C112 1.090
119 H -3.28 6.22 6.08  C112 1.090
120 H -4.10 6.94 4.83  C112 1.090
121 C -3.70 -2.51 1.98  C122 1.492, H128 1.090, H129 1.090, H130 1.090
122 C -5.04 -2.37 1.35  C121 1.492, O123 1.394, H131 1.090, H132 1.090
123 O -5.30 -3.08 0.18  C122 1.394, C124 1.377
124 C -6.37 -2.90 -0.67  O123 1.377, O125 1.217, O126 1.294
125 O -7.20 -2.02 -0.52  C124 1.217
126 O -6.55 -3.89 -1.48  C124 1.294, C127 1.451
127 C -7.18 -3.46 -2.71  O126 1.451, H133 1.090, H134 1.090, H135 1.090
128 H -3.60 -2.10 2.99  C121 1.090
129 H -2.94 -2.01 1.38  C121 1.090
130 H -3.22 -3.49 2.04  C121 1.090
131 H -5.17 -1.33 1.04  C122 1.090
132 H -5.89 -2.50 2.02  C122 1.090
133 H -6.73 -4.11 -3.46  C127 1.090
134 H -6.91 -2.44 -2.99  C127 1.090
135 H -8.25 -3.69 -2.72  C127 1.090
136 C 2.82 -0.05 9.51  N137 1.421, H141 1.090, H142 1.090, H143 1.090
137 N 2.14 -0.51 8.35  C136 1.421, C138 1.396, H144 1.010
138 C 2.29 0.05 7.08  N137 1.396, C139 1.558, O140 1.212
139 C 1.49 -0.68 5.95  C138 1.558, H145 1.090, H146 1.090, H147 1.090
140 O 2.81 1.13 6.88  C138 1.212
141 H 3.68 -0.73 9.53  C136 1.090
142 H 2.00 -0.16 10.22  C136 1.090
143 H 3.21 0.97 9.57  C136 1.090
144 H 1.72 -1.42 8.41  N137 1.010
145 H 0.44 -0.41 6.02  C139 1.090
146 H 1.36 -1.73 6.18  C139 1.090
147 H 2.04 -0.88 5.03  C139 1.090
148 C -4.59 5.05 0.91  N149 1.402, H153 1.090, H154 1.090, H155 1.090
149 N -4.71 6.18 0.09  C148 1.402, C150 1.347, H156 1.010
150 C -5.62 6.43 -0.87  N149 1.347, C151 1.525, O152 1.251
151 C -5.64 7.82 -1.48  C150 1.525, H157 1.090, H158 1.090, H159 1.090
152 O -6.32 5.52 -1.37  C150 1.251
153 H -5.50 4.46 1.01  C148 1.090
154 H -4.14 5.29 1.88  C148 1.090
155 H -3.89 4.43 0.35  C148 1.090
156 H -4.49 6.94 0.71  N149 1.010
157 H -4.70 8.15 -1.91  C151 1.090
158 H -5.94 8.54 -0.72  C151 1.090
159 H -6.38 7.86 -2.29  C151 1.090
160 C -0.41 0.09 -0.17  N161 1.497, H165 1.090, H166 1.090, H167 1.090
161 N -0.03 -0.89 0.90  C160 1.497, C162 1.392, H168 1.010
162 C 0.40 -2.14 0.47  N161 1.392, C163 1.535, O164 1.157
163 C 0.60 -3.07 1.68  C162 1.535, H169 1.090, H170 1.090, H171 1.090
164 O 0.64 -2.50 -0.60  C162 1.157
165 H -0.16 1.13 0.04  C160 1.090
166 H -1.44 0.01 -0.50  C160 1.090
167 H 0.29 0.04 -1.00  C160 1.090
168 H 0.11 -0.62 1.87  N161 1.010
169 H -0.15 -2.70 2.38  C163 1.090
170 H 1.63 -3.02 2.04  C163 1.090
171 H 0.19 -4.04 1.42  C163 1.090

- Highest occupied orbital energy: -9.306 eV
- LUMO energy: -0.0979 eV
- SMILES string: O=S1(=O)CCCC1.O=S1(=O)CCCC1.O=S1(=O)CCCC1.O=S1(=O)CCCC1.O=S1(=O)CCCC1.O=S1(=O)CCCC1.O=S1(=O)CCCC1.CCOC(=O)OC.CCOC(=O)OC.CNC(C)=O.CNC(C)=O.CNC(C)=O

Atomic partial charges in e from the Löwdin method, atoms 1 to 8: -0.363 0.768 -0.330 -0.189 -0.221 -0.212 -0.200 0.107